24
Properties=species:S:1:pos:R:3:forces:R:3 method="wB97M-V/def2-TZVPD" homo_lumo_gap_ev="6.71 / 6.71" e_above_lowest_kj_mol=0.00 lumo_ev="-8.60 / -8.60" charge=+2 e_homo_ev="-15.3 / -15.3" energy_ev=-221698.9868
Ta 1.1632 -0.4760 0.2418 -0.8 1.2 -0.9
Se 3.1836 -0.7420 -1.2310 -0.3 -0.3 0.6
Se 4.3275 0.0734 0.6720 -0.2 0.3 0.0
Te 2.8817 -0.8850 2.5292 0.0 -0.4 -0.3
Se 0.5963 0.1696 2.6497 0.2 0.0 -0.5
N -2.0466 -0.1538 -0.5075 -0.4 -0.8 0.3
N -2.4049 1.1598 -0.7926 0.0 -0.2 0.2
C -1.4065 2.0366 -0.7330 -0.3 0.6 -0.1
N -1.6763 3.3336 -0.9471 0.3 0.2 1.1
N -0.1764 1.4706 -0.5075 2.1 1.9 0.4
N 0.9031 2.3822 -0.2650 0.8 0.5 0.2
O 1.9164 1.6605 0.1716 -2.1 2.2 -1.0
O 0.9519 3.6197 -0.4157 -0.3 -4.5 0.5
H -1.9604 -0.7489 -1.3314 -0.4 0.4 0.0
H -2.6691 -0.5772 0.1792 0.1 0.2 -0.3
H -3.3814 1.4748 -0.8175 0.6 -0.3 -0.2
H -2.6391 3.6571 -0.7902 0.5 -0.4 -0.4
H -0.9722 4.0266 -0.6590 -0.3 -0.5 -0.5
C 0.6708 -3.9492 0.6602 0.9 -0.5 -0.7
C 0.7739 -2.5031 0.3112 -3.0 -1.0 -1.9
O -0.0187 -2.0192 -0.6481 3.1 0.2 3.1
H 0.2695 -4.4886 -0.2406 0.3 0.4 1.0
H 0.0338 -4.1608 1.5421 0.1 0.5 -0.4
H 1.6799 -4.3607 0.9293 -0.8 0.5 -0.3

22
Properties=species:S:1:pos:R:3:forces:R:3 method="wB97M-V/def2-TZVPD" homo_lumo_gap_ev=11.16 e_above_lowest_kj_mol=79.40 lumo_ev=-3.15 charge=+1 e_homo_ev=-14.3 energy_ev=-9979.4219
O 0.6528 -1.9014 -0.0872 -0.3 0.1 0.1
C -0.0288 -1.8665 -1.0991 0.5 0.2 0.2
C -1.3241 -2.5603 -1.2874 -0.2 0.0 -0.1
C -2.3556 -1.6588 -1.9965 0.7 -0.5 0.0
H 0.3550 -1.2313 -1.9242 -0.3 -0.1 -0.2
H -1.6732 -2.8860 -0.3080 0.0 -0.1 0.0
H -1.1330 -3.4487 -1.9001 0.0 0.0 0.0
H -2.6523 -0.8510 -1.3320 -0.2 0.1 -0.2
H -3.2065 -2.2628 -2.2963 -0.2 0.1 0.2
H -1.9116 -1.2671 -2.9132 -0.1 0.2 0.0
C -0.0209 3.4179 2.2087 -0.3 -0.6 -0.2
C 0.9192 2.5630 1.4236 0.1 0.2 0.0
C 0.6140 1.3797 0.9195 0.3 0.3 0.1
N 1.6170 0.6246 0.1337 -0.7 -0.9 0.3
H -0.9049 2.8273 2.4499 -0.1 0.2 0.1
H 0.4291 3.7687 3.1342 0.1 0.0 0.0
H -0.3115 4.2791 1.6077 0.0 0.1 0.1
H 1.9030 2.9963 1.2526 0.1 -0.2 -0.1
H -0.3320 0.8703 1.0216 0.0 0.0 0.0
H 2.5541 0.7610 0.5070 0.1 0.1 -0.2
H 1.3786 -0.4245 0.1689 0.3 0.5 -0.1
H 1.5548 0.8713 -0.8543 0.4 0.2 0.0

34
Properties=species:S:1:pos:R:3:forces:R:3 method="wB97M-V/def2-TZVPD" homo_lumo_gap_ev=9.39 e_above_lowest_kj_mol=122.44 lumo_ev=0.87 e_homo_ev=-8.5 energy_ev=-17893.4030
C 2.0032 3.4539 2.5128 -0.8 0.2 0.3
C 0.6939 2.8537 1.9931 -0.4 -1.0 -1.1
C 1.0293 1.6514 1.1134 0.3 -0.7 1.2
C 2.0128 1.6660 0.1353 0.0 0.4 -0.4
C 2.5117 0.5133 -0.4951 -1.6 1.3 0.6
C 1.9494 -0.6933 -0.0758 0.4 -0.4 -1.6
O 2.3293 -1.8966 -0.6717 0.0 0.2 0.1
C 0.8472 -0.7413 0.7380 0.9 0.5 0.9
C 0.5148 0.4071 1.4672 -0.7 -0.8 -0.8
H 2.5627 3.7812 1.6400 0.2 0.2 0.2
H 2.6288 2.7353 3.0668 -0.4 0.2 -0.2
H 1.7490 4.3122 3.1371 0.4 0.0 0.1
H -0.0202 2.4190 2.6981 0.5 0.4 0.7
H 0.0545 3.5773 1.4494 0.7 0.0 0.0
H 2.3482 2.6636 -0.1468 0.2 -0.3 -0.3
H 2.9801 0.7086 -1.4493 0.8 -0.7 0.2
H 3.2701 -2.0229 -0.5162 0.0 0.0 -0.2
H 0.3510 -1.6966 0.7575 -0.2 -0.1 0.7
H -0.2385 0.2792 2.2384 0.0 0.3 0.0
C -2.7104 0.8166 0.2310 1.0 0.8 -0.4
C -2.2470 -0.3861 -0.5354 -1.6 -1.1 0.1
C -1.1108 -0.4469 -1.3210 0.3 0.8 0.8
C -0.7450 -1.5955 -1.9889 0.9 -0.3 -0.7
C -1.5534 -2.7347 -2.0387 -0.7 2.1 -0.3
C -2.7923 -2.5443 -1.4258 -0.5 -1.4 0.6
C -3.0997 -1.5088 -0.5552 1.5 0.8 -0.4
H -2.3809 1.6914 -0.3565 0.0 0.0 0.6
H -2.2426 0.8444 1.2255 -0.3 0.2 -0.2
H -3.7937 0.9162 0.2989 0.1 -0.4 0.1
H -0.4104 0.3951 -1.2588 -0.3 -0.2 -0.4
H 0.2029 -1.5128 -2.5240 -0.2 -0.5 0.1
H -1.3494 -3.5595 -2.7049 0.0 -0.1 0.2
H -3.5839 -3.2550 -1.5909 0.0 -0.6 0.2
H -3.9115 -1.5434 0.1581 -0.5 0.0 -0.5

144
Properties=species:S:1:pos:R:3:forces:R:3 method="wB97M-V/def2-TZVPD" homo_lumo_gap_ev=6.38 lumo_ev=-1.20 e_homo_ev=-7.6 energy_ev=-107699.9806
C -1.5781 -4.4457 5.1169 0.1 -1.5 0.4
C -1.5704 -5.8761 5.2730 0.0 1.1 -0.6
C -1.7498 -6.9600 4.1084 -2.2 -0.4 0.9
C -2.4468 -6.4020 2.7730 0.7 0.7 1.2
C -1.4208 -5.8734 1.6511 -0.1 0.7 0.0
C -1.7964 -4.3126 1.3971 -0.1 -1.1 0.2
O -1.1213 -3.7609 0.2370 -0.4 1.1 2.3
C -0.8913 -2.3572 0.5650 0.7 2.1 -1.2
C -0.9132 -1.4001 -0.7594 0.0 -0.1 1.0
O -3.3308 -7.4811 2.2720 -2.7 2.2 0.9
C -4.6195 -6.9634 2.0064 -0.8 -0.3 -5.8
O -5.0093 -6.9708 0.8103 1.1 0.1 5.7
F -5.4973 -6.4146 2.9796 2.9 -1.5 -1.3
H -2.5236 -3.8548 4.8165 2.1 -1.0 -1.1
H -0.5984 -3.8832 5.3692 -2.3 -0.6 1.1
H -1.4636 -6.3003 6.3453 1.6 0.5 -2.0
H -2.4689 -7.7691 4.5314 1.1 1.1 -0.8
H -0.7690 -7.5364 3.8868 -1.4 1.4 0.5
H -3.1537 -5.5471 3.0984 1.3 -1.2 -0.5
H -1.4333 -6.4905 0.6835 -0.4 0.9 1.5
H -0.3335 -5.9213 2.0397 -1.8 0.1 -0.5
H -2.9278 -4.1811 1.2180 1.5 -0.4 0.4
H -1.5179 -3.7769 2.3882 -0.4 -0.7 -1.7
H 0.1569 -2.1846 1.0313 -1.8 -0.7 -0.4
H -1.7128 -1.9364 1.2617 1.3 -0.9 -0.9
H -0.6071 -1.9893 -1.6875 -0.6 0.9 1.2
H -1.9604 -0.9276 -0.8327 1.6 -0.9 -0.4
H -0.1735 -0.5282 -0.5824 -1.1 -1.5 -0.3
C 1.1860 -2.8960 -6.4944 0.0 0.2 -0.5
N 0.1323 -2.3897 -5.6276 -0.3 -1.4 0.2
C -0.8380 -3.4702 -5.4263 -0.2 0.2 0.6
P -0.5972 -0.8248 -5.6758 8.2 -0.8 2.6
O -0.8374 -0.7783 -4.1549 -4.2 0.2 -1.6
N 0.6290 0.4069 -5.5700 0.6 1.6 -0.2
C 2.0374 0.0856 -5.3626 0.0 -0.5 -0.4
C 0.3026 1.5105 -4.6523 -0.4 -0.2 -0.1
N -0.4004 -0.8418 -7.4491 -3.2 1.1 -0.7
C 0.2940 0.2043 -8.2024 0.3 0.5 0.1
C -1.7508 -0.9676 -8.0433 -0.1 -0.6 -0.3
H 0.8301 -3.1253 -7.5058 0.0 0.0 -0.1
H 1.6051 -3.8194 -6.0798 -0.3 0.1 0.2
H 2.0335 -2.2229 -6.5811 -0.2 0.2 0.0
H -1.3902 -3.6816 -6.3502 0.0 -0.2 -0.1
H -1.5646 -3.2088 -4.6513 0.1 0.1 -0.1
H -0.3485 -4.3918 -5.0980 0.1 0.1 -0.1
H 2.1825 -0.5862 -4.5087 0.1 0.0 0.0
H 2.6332 0.9874 -5.1967 -0.4 0.0 0.1
H 2.4834 -0.3538 -6.2526 0.0 -0.2 0.0
H 0.5064 1.2478 -3.6090 -0.1 0.0 0.1
H -0.7520 1.7870 -4.7356 0.1 -0.1 0.1
H 0.8859 2.4049 -4.8943 0.1 -0.2 -0.2
H -0.0580 1.2076 -7.9479 0.2 0.0 -0.1
H 0.1458 0.0682 -9.2801 -0.3 -0.3 0.1
H 1.3738 0.1466 -8.0644 -0.1 0.1 0.3
H -2.3293 -0.0483 -7.9011 -0.1 0.0 -0.2
H -2.3047 -1.7862 -7.5724 0.0 0.0 0.1
H -1.6997 -1.1938 -9.1118 0.1 0.1 0.1
C 1.4533 4.6155 1.6953 -0.4 0.2 0.3
N 1.0416 3.3134 1.1929 0.3 0.7 -1.3
C 0.6561 3.4786 -0.2122 0.1 -0.6 -0.2
P 0.0965 2.1264 2.0191 8.0 1.7 2.5
O 0.8247 0.9506 1.3343 -4.2 -0.6 -1.4
N 0.8357 1.7487 3.5510 0.1 -0.6 1.6
C 2.1175 2.3134 3.9553 -0.2 0.5 -0.2
C 0.8852 0.3109 3.8623 -0.3 0.0 -0.3
N -0.7933 3.4659 2.7896 -3.1 -1.4 -0.5
C -0.9382 3.6219 4.2383 0.2 -0.3 0.6
C -2.1623 3.4708 2.2242 -0.2 0.5 -0.5
H 0.6290 5.3375 1.7289 0.0 0.1 0.0
H 2.2316 5.0400 1.0515 -0.1 -0.3 -0.2
H 1.9037 4.5740 2.6823 -0.2 -0.2 0.1
H -0.2716 4.0568 -0.3013 0.0 0.2 -0.1
H 0.4972 2.5095 -0.6945 0.0 0.0 0.2
H 1.4371 3.9884 -0.7843 0.0 0.0 0.2
H 2.8864 2.1763 3.1855 0.1 0.1 0.0
H 2.4768 1.8627 4.8862 -0.2 -0.3 -0.2
H 2.0303 3.3706 4.2001 0.0 0.1 -0.2
H 1.7210 -0.1872 3.3602 -0.1 -0.1 -0.1
H -0.0408 -0.1850 3.5586 0.1 0.0 0.0
H 0.9945 0.1483 4.9395 0.0 0.3 0.0
H -1.2882 2.7076 4.7237 0.0 0.2 0.1
H -1.6586 4.4136 4.4738 -0.1 -0.1 -0.5
H -0.0077 3.9526 4.7008 0.1 -0.3 -0.2
H -2.7342 2.6047 2.5739 -0.2 0.2 0.1
H -2.1283 3.4286 1.1304 0.1 -0.1 0.0
H -2.7025 4.3839 2.4890 0.1 -0.1 0.1
C -6.5492 -0.4488 6.1335 -0.4 0.1 0.4
N -5.3182 0.3248 6.2030 0.6 -1.2 0.1
C -4.2778 -0.5418 6.7660 0.5 0.3 -0.2
P -5.1493 1.9785 6.6724 -3.9 -2.0 -7.4
O -3.9584 2.2307 5.7283 1.9 0.7 3.9
N -6.1932 2.9822 5.7042 -0.9 1.4 -0.4
C -6.9843 2.4454 4.6027 -0.1 -0.4 0.3
C -5.5623 4.2188 5.2142 0.2 -0.1 0.4
N -6.4859 1.7357 7.8286 1.6 1.6 2.6
C -7.6980 2.5569 7.8582 -0.3 0.5 -0.3
C -5.9073 1.7837 9.1911 0.1 -0.6 0.4
H -6.9361 -0.7205 7.1225 0.0 0.0 0.0
H -6.3792 -1.3807 5.5834 0.3 0.1 0.1
H -7.3431 0.0525 5.5885 0.1 0.2 0.1
H -4.4702 -0.7523 7.8249 0.0 -0.2 0.1
H -3.2912 -0.0753 6.6887 -0.2 0.1 0.0
H -4.2166 -1.4937 6.2303 -0.2 0.1 0.0
H -6.3733 1.8552 3.9094 -0.1 -0.1 -0.1
H -7.4745 3.2441 4.0366 0.3 0.1 0.2
H -7.8146 1.8408 4.9630 0.1 -0.2 0.0
H -4.9469 4.0391 4.3265 0.1 0.0 0.0
H -4.9281 4.6640 5.9856 0.0 -0.1 -0.1
H -6.3184 4.9661 4.9539 -0.2 -0.2 0.1
H -7.4783 3.6277 7.8725 -0.2 -0.1 -0.1
H -8.2955 2.3328 8.7494 0.4 -0.2 0.1
H -8.3572 2.3271 7.0210 0.3 0.1 -0.1
H -5.5864 2.7996 9.4455 -0.1 -0.1 0.2
H -5.0317 1.1301 9.2616 0.0 0.0 -0.1
H -6.6216 1.4377 9.9429 0.0 0.1 -0.1
C 7.1605 2.9443 -5.9070 0.5 0.1 0.3
N 6.2407 1.9172 -5.4415 -0.9 1.1 0.0
C 5.1163 2.5905 -4.7846 -0.4 -0.4 -0.1
P 6.6462 0.4058 -4.7095 1.6 1.3 -8.3
O 5.4282 -0.3274 -5.3040 -0.7 -0.2 4.4
N 7.7406 -0.4788 -5.7364 1.2 -1.1 -0.5
C 8.1267 0.0027 -7.0576 0.1 0.5 0.2
C 7.4163 -1.9078 -5.8802 -0.2 0.1 0.4
N 8.0432 1.2083 -3.9435 -0.5 -1.4 3.1
C 9.4251 0.7427 -4.0766 0.3 -0.5 -0.3
C 7.7624 1.2958 -2.4919 -0.2 0.6 0.3
H 7.6267 3.5006 -5.0855 0.0 0.1 0.0
H 6.6303 3.6710 -6.5324 -0.2 -0.2 0.1
H 7.9516 2.5584 -6.5427 0.0 -0.2 0.2
H 5.4306 3.0543 -3.8418 0.0 0.2 0.0
H 4.3108 1.8861 -4.5612 0.2 0.0 0.0
H 4.6851 3.3664 -5.4243 0.2 0.0 0.0
H 7.2549 0.2653 -7.6686 0.0 0.1 -0.1
H 8.7151 -0.7452 -7.5991 -0.2 -0.2 0.2
H 8.7977 0.8575 -6.9924 -0.1 0.2 0.0
H 6.6240 -2.0745 -6.6169 -0.1 -0.1 0.1
H 7.0906 -2.3307 -4.9262 -0.1 0.0 -0.1
H 8.2956 -2.4776 -6.1970 0.1 0.3 0.0
H 9.5312 -0.3227 -3.8555 0.1 0.1 -0.1
H 10.0845 1.2873 -3.3910 -0.4 0.1 0.2
H 9.8247 0.9549 -5.0684 -0.3 -0.2 -0.1
H 7.8016 0.3060 -2.0244 0.1 0.1 0.2
H 6.7636 1.7080 -2.3162 -0.1 -0.1 -0.1
H 8.4710 1.9566 -1.9852 0.0 -0.1 -0.1

22
Properties=species:S:1:pos:R:3:forces:R:3 method="wB97M-V/def2-TZVPD" homo_lumo_gap_ev=11.30 e_above_lowest_kj_mol=178.45 lumo_ev=-2.95 charge=+1 e_homo_ev=-14.3 energy_ev=-8400.8270
C 0.3625 0.2927 1.8370 -0.6 0.6 -1.0
C 1.2709 -0.4375 0.7614 -1.4 -0.7 1.2
C 0.6113 -1.5919 -0.0598 0.0 0.5 -0.9
C 0.0755 -1.1402 -1.4566 1.5 -0.3 0.1
C -1.1924 -0.2914 -1.1963 -0.2 -1.1 -2.1
N -0.7927 1.1245 -1.1857 1.1 0.3 0.8
N -0.2843 1.5837 1.2306 2.4 -1.2 0.1
H -0.5052 -0.3059 2.1717 0.9 0.1 0.2
H 1.0061 0.7017 2.5990 -0.1 -0.6 0.7
H 1.6723 0.3521 0.1280 0.5 -0.3 -0.2
H 2.0632 -0.9843 1.2904 0.0 0.9 0.1
H -0.2539 -2.0807 0.4368 0.5 0.5 0.1
H 1.3502 -2.3973 -0.1192 -0.1 0.2 -0.4
H 0.7503 -0.5082 -2.0693 0.3 0.3 1.0
H 0.2047 -1.9916 -2.1775 -1.9 0.2 0.8
H -1.6524 -0.5888 -0.2405 -0.1 0.3 -0.6
H -1.8371 -0.4102 -2.0710 -0.6 -0.3 0.6
H -0.5059 1.4456 -2.1137 0.2 -0.2 0.4
H -1.4501 1.7992 -0.8030 -0.6 -0.4 -0.6
H -0.1219 1.1835 -0.0174 -1.5 1.8 -0.4
H -1.1546 1.9097 1.6393 -0.2 -0.6 0.0
H 0.3834 2.3351 1.4159 -0.2 -0.1 -0.2

10
Properties=species:S:1:pos:R:3:forces:R:3 method="wB97M-V/def2-TZVPD" homo_lumo_gap_ev=9.83 e_above_lowest_kj_mol=91.66 lumo_ev=0.62 e_homo_ev=-9.2 energy_ev=-39054.4278
S 1.0360 1.8072 -0.3244 0.1 -2.4 -1.8
C 0.3796 0.6648 0.9260 -0.2 1.1 -1.3
C -0.9497 -0.0675 0.8459 2.0 0.2 0.2
Cl -2.0248 0.0123 -0.4529 -0.3 -0.1 -1.8
C 0.3998 -0.8110 0.9273 -0.6 -0.3 0.0
Cl 1.0589 -1.6784 -0.4235 -0.1 -0.1 -0.5
H 1.1983 0.8315 -1.4388 -0.3 1.7 2.1
H 0.5767 1.1789 1.8317 0.0 0.1 1.0
H -1.5651 0.0384 1.6800 -0.3 -0.4 1.8
H 0.6553 -1.3579 1.8230 -0.2 0.2 0.2